# 1
Below is a 3-piece molecular cluster, C4H13NO2 overall, with properties calculated with ωB97M-V with the def2-TZVPD basis set.

Output
HOMO-LUMO gap = 9.40 eV
Energy above the lowest of the compared OMol25 structures with the same formula, charge and spin = 31.6 kcal per mole
SMILES string = C=C(C)NC.O.O

```
! RIJCOSX wB97M-V def2-TZVPD def2/J DEFGRID3
* xyz 0 1
C -1.424 -3.726 0.699
C -1.405 -2.407 0.761
C -2.718 -1.620 0.686
N -0.187 -1.741 1.073
C -0.009 -0.454 0.388
H -2.310 -4.334 0.681
H -0.485 -4.257 0.734
H -3.502 -2.288 1.009
H -2.819 -1.149 -0.280
H -2.665 -0.795 1.399
H -0.207 -1.601 2.084
H -0.888 0.168 0.534
H 0.003 -0.684 -0.676
H 0.947 -0.014 0.634
O 4.042 4.997 -2.478
H 4.001 4.544 -3.329
H 3.651 4.388 -1.835
O 2.304 3.411 -0.756
H 2.198 4.098 -0.086
H 1.471 3.466 -1.241
*
```

Atomic partial charges in e from the natural (NBO) method, atoms 1 to 2: C -0.42; C 0.17

=====

# 2
Below is C42H34As2ClIrN2O as an isolated structure, with properties calculated with ωB97M-V with the def2-TZVPD basis set.

Output
HOMO-LUMO gap (alpha / beta) = 5.07 / 4.68 eV
⟨S²⟩ = 0.92

```
! RIJCOSX wB97M-V def2-TZVPD def2/J DEFGRID3
* xyz 3 2
Ir 1.072 0.413 -0.783
Cl 5.701 0.170 4.871
C 4.396 0.234 3.780
C 3.089 0.469 4.248
C 2.044 0.543 3.357
C 2.228 0.401 1.961
O 1.212 0.528 1.179
C 3.575 0.139 1.474
C 3.901 0.017 0.111
N 3.075 0.095 -0.942
C 3.526 0.103 -2.219
C 4.880 0.072 -2.651
C 5.187 0.022 -3.992
C 4.187 -0.009 -4.963
C 2.829 -0.018 -4.584
C 1.775 -0.149 -5.506
C 0.475 -0.201 -5.032
C 0.231 -0.084 -3.676
N 1.211 0.105 -2.766
C 2.494 0.083 -3.209
C 4.616 0.058 2.413
H 2.909 0.594 5.303
H 1.035 0.703 3.708
H 4.953 -0.125 -0.108
H 5.686 0.087 -1.935
H 6.221 -0.002 -4.303
H 4.438 -0.026 -6.011
H 1.999 -0.243 -6.556
H -0.351 -0.331 -5.713
H -0.778 -0.152 -3.289
H 5.623 -0.143 2.080
C -2.569 0.569 -1.142
C -2.628 -0.758 -0.392
As -0.928 -1.808 -0.387
C -1.695 -3.626 -0.545
C -1.379 -4.587 0.412
C -2.147 -5.735 0.496
C -3.169 -5.962 -0.415
C -3.429 -5.036 -1.416
C -2.673 -3.880 -1.503
C -0.329 -1.924 1.464
C -1.136 -1.731 2.576
C -0.641 -2.015 3.839
C 0.649 -2.493 3.999
C 1.464 -2.676 2.890
C 0.976 -2.388 1.631
As -1.145 1.741 -0.427
C -1.656 3.454 -1.220
C -1.980 3.530 -2.576
C -2.554 4.682 -3.084
C -2.768 5.777 -2.254
C -2.413 5.716 -0.912
C -1.837 4.568 -0.397
C -1.687 1.958 1.442
C -3.010 1.738 1.818
C -3.393 1.942 3.133
C -2.466 2.349 4.078
C -1.153 2.588 3.703
C -0.766 2.397 2.386
H -3.527 1.103 -1.073
H -2.396 0.411 -2.211
H -3.418 -1.388 -0.812
H -2.870 -0.575 0.659
H -0.570 -4.432 1.114
H -1.941 -6.453 1.276
H -3.740 -6.877 -0.365
H -4.212 -5.220 -2.135
H -2.857 -3.179 -2.310
H -2.156 -1.379 2.476
H -1.282 -1.893 4.698
H 1.025 -2.727 4.982
H 2.465 -3.058 3.008
H 1.604 -2.518 0.754
H -1.791 2.686 -3.230
H -2.831 4.732 -4.126
H -3.189 6.684 -2.661
H -2.591 6.564 -0.268
H -1.560 4.526 0.651
H -3.760 1.439 1.095
H -4.423 1.786 3.414
H -2.768 2.488 5.104
H -0.436 2.933 4.432
H 0.255 2.604 2.085
*
```

Atomic partial charges in e from the Mulliken method, atoms 1 to 2: Ir 1.54; Cl -0.06

=====

# 3
Below is a 2-piece molecular cluster, C3H5BrClNO overall, with properties calculated with ωB97M-V with the def2-TZVPD basis set.

Output
HOMO-LUMO gap (alpha / beta) = 5.71 / 9.56 eV
⟨S²⟩ = 2.01

```
! RIJCOSX wB97M-V def2-TZVPD def2/J DEFGRID3
* xyz 0 3
C 2.182 1.586 -0.742
C -1.730 -0.569 0.637
C -0.333 -1.024 0.826
N 2.034 2.579 -0.118
O 2.202 0.569 -1.310
Cl -2.883 -2.100 0.640
Br 0.286 -1.966 -0.878
H -2.126 -0.028 1.397
H -2.047 -0.065 -0.182
H -0.273 -1.829 1.438
H 0.582 -0.788 -1.449
H 2.108 3.634 -0.260
*
```

Atomic partial charges in e from the natural (NBO) method, atoms 1 to 2: C 0.86; C -0.39

=====

# 4
Below is C9H9FeI2NO4STi as an isolated structure, with properties calculated with ωB97M-V with the def2-TZVPD basis set.

Output
HOMO-LUMO gap (alpha / beta) = 6.97 / 5.77 eV
⟨S²⟩ = 12.07

```
! RIJCOSX wB97M-V def2-TZVPD def2/J DEFGRID3
* xyz 4 7
I -0.107 -1.157 3.934
I -0.355 -3.551 1.708
Fe 1.199 -1.851 0.347
Ti 1.118 0.105 1.673
S -0.647 -0.612 0.484
C 1.347 1.971 0.521
C 3.395 0.426 1.264
C -1.998 0.759 -0.547
C -3.147 -0.174 -0.866
C -1.224 1.197 -1.755
C -2.315 1.864 0.425
C 3.007 -3.019 -0.854
C 2.020 -0.681 -0.947
O 4.501 0.351 0.928
O 1.719 2.730 -0.279
O 4.012 -3.047 -1.409
O 2.238 0.066 -1.810
H -3.915 0.325 -1.474
H -3.618 -0.527 0.056
H -2.794 -1.058 -1.413
H -1.846 1.865 -2.373
H -0.929 0.342 -2.372
H -0.304 1.733 -1.502
H -3.031 2.568 -0.037
H -1.416 2.423 0.722
H -2.777 1.454 1.330
N 3.374 -2.480 2.443
C 2.495 -2.023 1.802
*
```

Atomic partial charges in e from the natural (NBO) method, atoms 1 to 2: I 0.74; I 0.82

=====

# 5
Below is C52H60FLaN4O2P4S as an isolated structure, with properties calculated with ωB97M-V with the def2-TZVPD basis set.

Output
HOMO-LUMO gap = 7.67 eV
Energy above the lowest of the compared OMol25 structures with the same formula, charge and spin = 31.9 kcal per mole

```
! RIJCOSX wB97M-V def2-TZVPD def2/J DEFGRID3
* xyz 2 1
La 0.002 0.157 -0.179
C -0.433 3.394 -6.969
C 0.189 2.192 -6.669
C 0.103 1.674 -5.391
C -0.595 2.363 -4.403
C -1.235 3.559 -4.710
C -1.151 4.067 -5.994
P -0.469 1.712 -2.701
C -1.716 2.740 -1.821
C -1.394 3.744 -0.912
C -2.405 4.478 -0.313
C -3.735 4.201 -0.586
C -4.059 3.189 -1.477
C -3.055 2.472 -2.098
C 1.074 2.515 -2.107
C 1.806 3.453 -2.824
C 2.935 4.012 -2.250
C 3.285 3.662 -0.958
C 2.541 2.719 -0.252
C 1.432 2.079 -0.812
H -0.363 3.802 -7.965
H 0.744 1.665 -7.430
H 0.587 0.736 -5.146
H -1.785 4.090 -3.948
H -1.642 5.000 -6.227
H -0.360 3.978 -0.699
H -2.152 5.284 0.358
H -4.515 4.778 -0.116
H -5.094 2.969 -1.689
H -3.303 1.711 -2.825
H 1.497 3.739 -3.820
H 3.533 4.714 -2.812
H 4.156 4.110 -0.499
H 2.862 2.475 0.756
C 3.098 -6.872 -0.841
S 1.759 -7.337 0.299
C 0.309 -7.234 -0.820
C -0.588 -6.037 -0.522
C 0.249 -4.759 -0.492
N -0.530 -3.541 -0.297
P -0.636 -2.699 1.201
C -1.430 -3.963 2.272
C -2.748 -3.752 2.665
C -3.403 -4.695 3.439
C -2.749 -5.855 3.822
C -1.433 -6.065 3.441
C -0.769 -5.121 2.680
C 1.059 -2.829 1.904
C 2.195 -2.907 1.102
C 3.451 -2.992 1.681
C 3.588 -2.968 3.061
C 2.462 -2.842 3.864
C 1.207 -2.769 3.289
P -0.778 -2.396 -1.581
C -2.591 -2.195 -1.479
C -3.157 -1.156 -2.213
C -4.529 -0.983 -2.221
C -5.341 -1.843 -1.497
C -4.779 -2.872 -0.760
C -3.407 -3.051 -0.749
C -0.641 -3.466 -3.057
C -1.626 -4.394 -3.379
C -1.461 -5.217 -4.479
C -0.326 -5.112 -5.268
C 0.651 -4.177 -4.959
C 0.493 -3.356 -3.856
H 4.031 -7.073 -0.323
H 3.033 -5.815 -1.092
H 3.039 -7.481 -1.738
H -0.245 -8.163 -0.695
H 0.702 -7.185 -1.834
H -1.076 -6.173 0.444
H -1.357 -5.976 -1.293
H 0.797 -4.677 -1.438
H 0.978 -4.874 0.314
H -3.256 -2.846 2.364
H -4.424 -4.534 3.745
H -3.259 -6.598 4.416
H -0.920 -6.968 3.732
H 0.263 -5.294 2.413
H 2.090 -2.927 0.025
H 4.321 -3.090 1.053
H 4.562 -3.064 3.514
H 2.558 -2.833 4.938
H 0.328 -2.707 3.916
H -2.514 -0.506 -2.801
H -4.975 -0.186 -2.796
H -6.413 -1.717 -1.513
H -5.410 -3.545 -0.200
H -2.976 -3.865 -0.184
H -2.517 -4.467 -2.773
H -2.223 -5.943 -4.721
H -0.204 -5.756 -6.126
H 1.532 -4.092 -5.576
H 1.250 -2.621 -3.608
O 2.173 0.087 1.754
H 2.417 -0.708 2.248
H 2.986 0.377 1.317
O 2.524 -0.666 -1.452
H 2.934 0.093 -1.889
H 2.879 -1.449 -1.890
F -1.682 0.528 0.938
C -1.615 2.972 5.088
N -0.761 1.722 4.877
C 0.662 2.059 5.316
N 1.147 3.207 4.656
C 0.285 4.351 4.888
N -1.059 4.077 4.415
C -1.149 3.980 2.973
P -0.128 2.575 2.242
C -0.800 1.294 3.464
C 1.407 2.986 3.249
H -1.649 3.165 6.164
H -2.619 2.756 4.714
H -1.120 0.968 5.466
H 1.298 1.197 5.094
H 0.637 2.227 6.396
H 0.684 5.219 4.364
H 0.248 4.567 5.960
H -0.803 4.921 2.542
H -2.198 3.851 2.691
H -0.233 0.366 3.340
H -1.833 1.099 3.169
H 1.873 3.882 2.833
H 2.111 2.159 3.150
*
```

Atomic partial charges in e from the Mulliken method, atoms 1 to 2: La 3.96; C -0.56

=====

# 6
Below is a 5-piece molecular cluster, C14H36F6N3O9S2 overall, with properties calculated with ωB97M-V with the def2-TZVPD basis set.

Output
HOMO-LUMO gap = 5.27 eV
Energy above the lowest of the compared OMol25 structures with the same formula, charge and spin = 0.0 kcal per mole

```
! RIJCOSX wB97M-V def2-TZVPD def2/J DEFGRID3
* xyz 1 1
C 2.729 -16.620 -5.548
C 1.701 -17.596 -6.119
C 0.206 -17.516 -5.810
O -0.399 -18.649 -6.349
C -1.798 -18.692 -6.266
N 1.973 -17.740 -7.640
H 2.033 -16.915 -8.234
H 2.788 -18.342 -7.734
H 1.234 -18.349 -8.005
H 2.526 -16.463 -4.487
H 2.674 -15.650 -6.046
H 3.774 -16.929 -5.545
H 2.158 -18.558 -5.876
H -0.083 -16.541 -6.216
H 0.087 -17.545 -4.723
H -2.237 -18.978 -5.306
H -2.163 -19.388 -7.018
H -2.185 -17.695 -6.493
C -3.415 -14.733 -5.535
C -4.151 -13.518 -6.123
C -5.161 -12.824 -5.235
O -5.516 -11.660 -5.902
C -6.267 -10.714 -5.168
N -3.010 -12.507 -6.414
H -2.413 -12.392 -5.602
H -2.496 -12.919 -7.198
H -3.408 -11.609 -6.693
H -4.044 -15.619 -5.442
H -2.962 -14.462 -4.579
H -2.613 -15.144 -6.152
H -4.540 -13.726 -7.119
H -4.788 -12.760 -4.204
H -6.077 -13.422 -5.156
H -7.287 -11.018 -4.906
H -6.475 -9.831 -5.768
H -5.785 -10.502 -4.210
C -0.953 -16.907 -13.440
C 0.455 -16.968 -12.886
C 1.515 -17.492 -13.896
O 2.741 -17.702 -13.250
C 3.876 -18.003 -14.047
N 0.951 -15.623 -12.445
H 0.220 -15.308 -11.778
H 1.808 -15.829 -11.934
H 1.183 -14.885 -13.106
H -1.695 -16.612 -12.705
H -1.144 -17.878 -13.907
H -1.011 -16.391 -14.403
H 0.623 -17.589 -12.005
H 1.700 -16.725 -14.660
H 1.167 -18.360 -14.463
H 3.661 -18.993 -14.455
H 4.739 -18.121 -13.393
H 4.060 -17.153 -14.706
C -5.528 -12.900 -10.130
F -4.415 -12.333 -9.623
F -5.476 -13.021 -11.453
F -5.638 -14.098 -9.554
S -6.931 -11.725 -9.577
O -8.178 -12.223 -10.156
O -6.913 -11.865 -8.120
O -6.547 -10.431 -10.097
C -2.739 -16.156 -9.612
F -3.460 -15.594 -10.563
F -3.508 -16.209 -8.514
F -2.429 -17.408 -9.924
S -1.227 -15.058 -9.330
O -0.847 -14.640 -10.690
O -1.812 -13.991 -8.537
O -0.259 -15.902 -8.635
*
```

Atomic partial charges in e from the natural (NBO) method, atoms 1 to 2: C -0.65; C -0.03

=====

# 7
Below is C20H26N2NbO2Si as an isolated structure, with properties calculated with ωB97M-V with the def2-TZVPD basis set.

Output
HOMO-LUMO gap (alpha / beta) = 3.29 / 3.28 eV
Energy above the lowest of the compared OMol25 structures with the same formula, charge and spin = 80.2 kcal per mole

```
! RIJCOSX wB97M-V def2-TZVPD def2/J DEFGRID3
* xyz 3 1
C 0.305 1.503 2.445
C -0.550 1.979 1.410
C -1.901 1.783 1.826
H -0.243 2.503 0.511
C -1.904 1.130 3.084
C -0.543 0.930 3.465
H -0.204 0.702 4.472
H 1.383 1.645 2.542
H -2.784 2.195 1.330
H -2.768 0.999 3.738
Nb -0.866 -0.287 1.625
C -0.815 -2.097 0.275
H -1.823 -2.148 0.728
H -0.032 -2.691 0.736
H -0.879 -2.190 -0.846
Si 0.499 0.649 -2.011
C 2.082 -0.299 -2.624
C 3.117 0.578 -2.984
H 2.878 1.649 -2.932
C 4.344 0.116 -3.484
H 5.166 0.815 -3.682
C 4.496 -1.248 -3.763
H 5.394 -1.597 -4.270
C 3.441 -2.133 -3.471
H 3.524 -3.195 -3.735
C 2.256 -1.662 -2.890
H 1.459 -2.382 -2.710
C -0.870 0.718 -3.163
C -0.418 1.534 -4.225
H 0.557 1.318 -4.700
C -1.177 2.696 -4.471
H -0.799 3.396 -5.206
C -2.386 2.934 -3.824
H -2.927 3.875 -3.973
C -2.937 1.904 -3.052
H -3.957 1.961 -2.681
C -2.214 0.761 -2.716
H -2.656 -0.039 -2.106
H -0.326 0.285 -0.382
H 0.802 2.043 -2.022
C -1.363 -1.875 6.216
O -1.751 -2.465 4.922
C -1.167 -1.962 3.856
O -1.828 -1.738 2.794
N 0.104 -1.505 3.954
N 0.751 -1.216 2.717
H -0.508 -2.454 6.571
H -2.256 -2.016 6.825
H -1.102 -0.817 6.099
H 0.695 -1.945 4.653
H 1.545 -0.575 2.807
H 1.159 -2.065 2.322
*
```

Atomic partial charges in e from the natural (NBO) method, atoms 1 to 2: C -0.28; C -0.23

=====

# 8
Below is one molecule with the formula C2H4N4O, with properties calculated with ωB97M-V with the def2-TZVPD basis set.

Output
HOMO-LUMO gap = 9.27 eV
Energy above the lowest of the compared OMol25 structures with the same formula, charge and spin = 6.9 kcal per mole
SMILES string = Nc1n[nH]c(O)n1

```
! RIJCOSX wB97M-V def2-TZVPD def2/J DEFGRID3
* xyz 0 1
N -1.604 0.672 -1.428
C -0.671 0.326 -0.468
N -0.825 0.643 0.803
N 0.269 0.051 1.361
C 1.003 -0.536 0.412
O 2.162 -1.125 0.754
N 0.450 -0.401 -0.771
H -2.234 1.394 -1.105
H -1.196 0.886 -2.327
H 0.470 0.121 2.344
H 2.177 -2.030 0.428
*
```

Atomic partial charges in e from the natural (NBO) method, atoms 1 to 2: N -0.81; C 0.46

=====

# 9
Below is C27H17BrF2N4O2Se2W as an isolated structure, with properties calculated with ωB97M-V with the def2-TZVPD basis set.

Output
HOMO-LUMO gap (alpha / beta) = 6.91 / 7.03 eV
⟨S²⟩ = 2.02
Energy above the lowest of the compared OMol25 structures with the same formula, charge and spin = 8.9 kcal per mole

```
! RIJCOSX wB97M-V def2-TZVPD def2/J DEFGRID3
* xyz 2 3
W 0.030 0.060 -0.589
F -0.041 5.388 0.748
C -0.392 4.157 1.098
C -0.042 3.100 0.264
C -0.361 1.786 0.613
C -1.037 1.565 1.843
C -1.412 2.664 2.633
F -2.116 2.496 3.756
C -1.089 3.958 2.280
C -1.289 0.164 2.166
C -1.738 -0.268 3.413
C -1.949 -1.611 3.649
C -1.790 -2.499 2.588
C -1.336 -2.020 1.382
N -0.994 -0.724 1.152
H 0.495 3.329 -0.652
H -1.377 4.780 2.917
H -1.916 0.450 4.195
H -2.246 -1.955 4.626
H -2.022 -3.546 2.697
H -1.249 -2.714 0.552
Br 1.927 -0.015 2.486
C 2.868 0.588 0.949
C 4.171 1.040 1.021
C 4.807 1.425 -0.155
C 4.110 1.334 -1.357
C 2.800 0.895 -1.330
N 2.159 0.495 -0.191
C 1.838 0.866 -2.493
O 2.083 0.458 -3.600
O 0.633 1.204 -2.092
H 4.676 1.088 1.972
H 5.820 1.794 -0.127
H 4.565 1.604 -2.297
Se -0.485 -0.926 -3.519
Se -1.359 -2.707 -2.266
C 0.235 -3.191 -1.284
C 0.576 -4.537 -1.238
C 1.702 -4.922 -0.534
C 2.475 -3.921 0.042
C 2.065 -2.606 -0.043
N 0.932 -2.217 -0.663
C -1.871 0.255 -2.848
C -2.811 0.828 -3.682
C -3.896 1.476 -3.107
C -3.997 1.494 -1.718
C -2.985 0.953 -0.953
N -1.901 0.349 -1.494
H -0.051 -5.253 -1.748
H 1.972 -5.963 -0.449
H 3.387 -4.159 0.564
H 2.674 -1.836 0.411
H -2.686 0.736 -4.751
H -4.657 1.926 -3.725
H -4.863 1.922 -1.238
H -3.038 0.963 0.131
*
```

Atomic partial charges in e from the natural (NBO) method, atoms 1 to 2: W 1.77; F -0.28